1.
C3H9N2 | the ωB97M-V functional and the def2-TZVPD basis

```
14
Properties=species:S:1:pos:R:3:forces:R:3:mulliken_charge:R:1
C -0.390 1.123 0.335 -0.93 -1.43 0.00 -0.624
C -0.736 -0.023 -0.567 1.61 -0.75 -4.75 0.076
C 0.534 -0.091 0.213 -1.24 2.10 -0.30 -0.405
N -0.280 0.060 -2.385 0.18 -0.06 4.22 -0.588
N 0.680 -0.949 1.350 0.24 -2.31 2.55 -0.293
H -0.084 2.012 -0.134 0.50 0.92 -0.67 0.230
H -1.021 1.350 1.196 0.32 -0.50 0.11 0.240
H -1.384 -0.904 -0.612 -0.48 0.94 0.72 0.370
H 1.429 -0.006 -0.333 1.05 0.17 -0.45 0.341
H 0.369 0.870 -2.428 -1.00 -0.50 -0.18 0.243
H -1.114 0.194 -2.960 0.11 0.44 0.59 0.249
H 1.452 -0.737 2.043 -0.67 0.17 -1.21 0.381
H 0.829 -1.928 1.056 0.26 0.27 -0.07 0.390
H -0.147 -1.049 1.969 0.03 0.54 -0.57 0.390
```
Forces are in eV/Å.

Relative energy (zero: lowest compared OMol25 entry of this formula, charge and spin) = 354.2 kJ/mol
Molar mass = 73.1 g mol⁻¹
Total charge = +1
Kohn-Sham gap = 9.5 eV
Energy = -228.85190 Ha



2.
H38O19 | the ωB97M-V functional and the def2-TZVPD basis

```
57
Properties=species:S:1:pos:R:3:forces:R:3:mulliken_charge:R:1
O 2.321 -0.085 1.931 0.10 -0.33 0.02 -0.898
H 1.930 -0.916 2.290 0.13 0.16 -0.53 0.321
H 1.825 0.141 1.117 -0.46 -0.22 0.38 0.521
O 2.252 1.971 -3.413 -0.68 0.13 -0.80 -0.661
H 3.033 2.395 -3.043 0.47 -0.05 0.55 0.361
H 2.001 2.481 -4.194 0.09 -0.05 0.17 0.284
O -1.745 2.613 1.688 0.01 0.29 -0.28 -0.667
H -1.170 3.237 1.224 -0.06 -0.38 0.42 0.257
H -1.289 2.225 2.481 0.08 0.26 -0.44 0.403
O 0.078 0.317 -3.136 0.50 0.07 -0.27 -0.602
H 0.492 -0.495 -3.465 -0.36 -0.24 0.04 0.276
H 0.854 0.911 -3.220 -0.34 0.20 0.27 0.418
O 4.543 0.132 0.227 1.31 -1.91 -0.05 -0.661
H 4.964 -0.771 0.388 -0.67 1.90 -0.56 0.291
H 3.840 0.105 0.882 -0.55 0.10 0.49 0.402
O -1.610 -3.024 -1.495 0.09 -0.23 -0.17 -0.631
H -1.803 -2.093 -1.369 -0.06 0.31 0.14 0.302
H -2.458 -3.443 -1.652 -0.23 0.01 -0.12 0.275
O -0.117 -3.946 0.640 0.64 0.12 -0.07 -0.706
H 0.414 -3.464 -0.028 0.07 -0.23 0.25 0.370
H -1.000 -3.766 0.316 -0.36 0.04 -0.07 0.323
O -0.779 1.334 3.727 -0.19 -0.31 0.46 -0.630
H 0.007 1.327 4.294 0.31 0.05 -0.32 0.319
H -1.307 0.552 3.936 -0.05 0.16 -0.06 0.247
O -1.978 -0.511 0.563 0.20 -0.49 0.27 -0.382
H -2.190 -0.518 1.504 -0.04 0.13 0.25 0.169
H -2.810 -0.328 0.114 -0.15 0.21 -0.55 0.267
O 1.146 -2.719 2.750 0.63 0.84 0.83 -0.656
H 1.707 -3.236 3.343 -0.31 -0.05 -0.35 0.277
H 0.697 -3.296 2.123 -0.29 -0.48 -0.48 0.408
O 4.572 2.290 -2.049 0.83 -1.20 0.01 -0.735
H 5.110 1.777 -2.700 -0.58 0.63 0.81 0.332
H 4.569 1.698 -1.253 -0.08 0.49 -0.69 0.357
O -3.239 0.045 3.224 0.54 0.32 -0.21 -0.597
H -3.657 0.902 3.052 -0.11 -0.01 -0.05 0.324
H -3.939 -0.573 3.400 -0.51 -0.30 0.15 0.244
O 1.433 -2.128 -0.957 -0.24 -0.04 0.29 -0.650
H 1.124 -1.273 -0.584 -0.10 -0.16 -0.17 0.471
H 2.155 -1.876 -1.528 0.40 -0.06 -0.33 0.314
O 0.489 0.210 -0.049 -0.88 -0.54 1.03 -0.774
H 0.344 0.833 -0.744 0.06 0.61 -1.02 0.203
H -0.455 -0.030 0.229 0.81 0.22 -0.09 0.394
O -2.659 1.412 -3.613 0.12 -0.47 -1.08 -0.699
H -2.951 1.186 -4.531 0.32 0.27 1.30 0.316
H -1.771 1.008 -3.531 -0.04 0.14 -0.11 0.380
O -4.446 2.691 1.740 -0.43 0.16 -0.03 -0.670
H -4.743 3.611 1.771 -0.05 -0.36 0.06 0.306
H -3.484 2.761 1.625 0.50 -0.04 0.03 0.406
O -3.917 0.268 -1.360 -0.46 -0.93 1.01 -0.744
H -3.348 0.749 -1.963 0.02 0.68 -0.42 0.389
H -4.253 0.838 -0.655 0.13 0.36 -0.51 0.341
O 1.949 1.297 4.149 0.20 0.79 0.60 -0.688
H 2.032 0.882 3.272 0.12 -0.14 -0.28 0.551
H 2.507 2.091 4.105 -0.29 -0.42 0.10 0.311
O 1.655 -2.230 -3.849 0.24 -0.34 -0.42 -0.683
H 1.001 -2.673 -3.286 0.29 -0.20 -0.10 0.328
H 2.073 -2.895 -4.436 -0.63 0.54 0.67 0.279
```
Forces are in eV/Å.

Relative energy (zero: lowest compared OMol25 entry of this formula, charge and spin) = 0.0 kJ/mol
Molar mass = 342.3 g mol⁻¹
Kohn-Sham gap = 11.1 eV
Energy = -1452.43976 Ha



3.
CHOP3 | the ωB97M-V functional and the def2-TZVPD basis

```
6
Properties=species:S:1:pos:R:3:forces:R:3:mulliken_charge:R:1
C 0.612 0.310 -0.019 -1.45 -0.55 -0.66 -0.086
O 3.551 1.081 0.023 -0.20 1.67 -0.10 -0.422
P 0.490 1.944 0.021 0.58 -0.30 0.01 0.100
P 1.596 -1.120 0.066 -0.43 -1.13 -0.07 -0.143
P 3.594 -0.390 -0.052 0.00 -0.69 0.16 0.278
H -0.423 -0.157 -0.372 1.51 1.01 0.66 0.272
```
Forces are in eV/Å.

Relative energy (zero: lowest compared OMol25 entry of this formula, charge and spin) = 274.1 kJ/mol
Molar mass = 121.9 g mol⁻¹
Kohn-Sham gap (spin up / spin down) = 6.5 / 5.5 eV
Energy = -1137.88375 Ha



4.
C43H47Cl2N6NaO14S3 | the ωB97M-V functional and the def2-TZVPD basis

```
116
Properties=species:S:1:pos:R:3:forces:R:3:mulliken_charge:R:1
Na 1.172 -0.324 1.365 0.87 0.30 -0.60 1.321
C 5.040 0.809 2.353 0.00 -0.11 -0.05 -1.304
C 5.294 -0.701 2.408 -0.07 0.08 0.13 0.832
C 4.757 -1.254 3.728 0.07 -0.04 -0.16 -1.571
C 4.718 -1.402 1.185 0.12 -0.05 0.07 0.447
C 3.821 -2.458 1.278 0.06 -0.04 0.09 -0.067
C 3.389 -3.140 0.147 0.02 0.02 -0.09 -0.468
C 3.816 -2.772 -1.119 0.02 -0.07 0.00 1.001
C 3.404 -3.549 -2.342 0.07 0.03 0.05 -1.498
C 4.677 -1.681 -1.223 0.03 0.02 0.07 -0.284
C 5.124 -1.018 -0.093 0.03 -0.01 -0.08 -0.631
H 5.354 1.282 3.287 0.03 0.00 -0.01 0.526
H 3.979 1.001 2.203 -0.06 0.08 0.02 0.064
H 5.573 1.286 1.532 -0.04 0.04 -0.04 0.338
H 6.380 -0.865 2.389 -0.02 -0.01 -0.03 0.311
H 3.676 -1.116 3.777 -0.06 -0.01 0.08 0.081
H 5.209 -0.717 4.564 0.01 0.00 0.00 0.475
H 4.989 -2.316 3.842 -0.04 0.00 0.03 0.360
H 3.456 -2.785 2.242 -0.04 0.07 0.01 0.063
H 2.715 -3.981 0.266 -0.08 0.06 -0.02 0.063
H 4.278 -3.997 -2.823 -0.03 -0.02 -0.02 0.479
H 2.923 -2.910 -3.082 -0.05 0.03 -0.06 0.089
H 2.720 -4.357 -2.079 -0.02 0.01 -0.02 0.304
H 5.010 -1.350 -2.203 0.00 -0.02 0.00 0.293
H 5.808 -0.185 -0.212 -0.02 0.02 0.03 0.303
O -0.241 1.413 0.575 0.09 1.01 -0.07 -0.168
O -0.828 0.363 1.399 -1.14 0.18 0.03 -0.705
C -0.177 -3.248 3.558 0.04 0.38 -0.06 -1.556
S -0.666 -2.036 2.299 -1.13 -1.62 0.59 1.520
C -2.067 -3.047 1.699 0.09 0.35 0.05 -1.151
O 0.364 -2.216 1.229 0.18 -1.05 -0.75 -1.373
H -1.002 -3.359 4.258 0.02 0.00 0.08 0.407
H 0.683 -2.819 4.065 0.00 0.02 0.00 0.269
H 0.071 -4.188 3.067 -0.07 0.00 -0.07 0.468
H -2.620 -3.462 2.540 -0.01 0.03 0.03 0.530
H -1.657 -3.834 1.067 0.03 -0.02 0.04 0.348
H -2.727 -2.411 1.114 0.00 0.04 -0.10 0.117
O 3.285 2.278 -0.045 0.07 0.05 -0.01 -0.927
C 2.742 1.372 -0.678 -0.11 -0.18 0.01 -0.074
O 2.145 0.347 -0.243 1.29 0.59 -1.11 -1.032
C 2.736 1.521 -2.211 -0.01 -0.16 0.11 0.208
C 2.245 0.498 -3.014 0.02 -0.10 -0.20 0.757
C 2.219 0.677 -4.392 0.23 0.48 0.56 -0.293
C 2.660 1.845 -4.986 0.04 0.09 -0.29 -0.551
C 3.154 2.846 -4.167 -0.29 -0.77 0.44 -0.680
C 3.194 2.693 -2.786 0.15 0.28 -0.19 -0.340
N 3.635 4.072 -4.778 0.21 0.52 -0.30 1.039
O 4.023 4.965 -4.051 -0.02 -0.05 0.12 -0.629
O 3.630 4.150 -5.996 -0.05 -0.11 0.00 -0.650
N 1.704 -0.377 -5.256 -0.23 -0.39 -0.31 1.156
O 1.297 -0.056 -6.360 0.08 0.05 0.07 -0.673
O 1.709 -1.514 -4.833 0.03 0.07 0.07 -0.596
H 1.863 -0.405 -2.549 0.00 -0.03 -0.02 0.715
H 2.633 1.970 -6.057 -0.04 -0.01 -0.01 0.624
H 3.582 3.478 -2.150 -0.02 -0.04 0.05 0.673
C -1.621 0.788 -3.750 0.07 -0.11 -0.20 -0.657
N -1.569 2.011 -2.970 0.01 -0.05 0.22 0.364
C -2.343 3.191 -3.341 -0.05 0.00 0.02 -0.686
C -2.181 4.104 -2.115 -0.03 0.08 -0.10 -0.542
N -1.710 3.169 -1.107 -0.18 -0.01 0.30 0.270
C -1.272 2.043 -1.662 0.09 0.16 -0.22 -0.532
S -0.188 0.935 -0.945 -0.66 0.08 -0.47 0.600
H -2.640 0.397 -3.807 0.03 0.03 0.05 0.398
H -1.001 0.024 -3.279 -0.02 0.03 -0.07 -0.235
H -1.256 0.975 -4.762 0.05 0.03 0.03 0.343
H -3.389 2.920 -3.519 0.03 -0.04 0.01 0.340
H -1.932 3.637 -4.247 -0.09 0.01 -0.01 0.340
H -3.112 4.584 -1.817 0.00 -0.04 0.00 0.352
H -1.428 4.878 -2.296 -0.02 -0.01 0.01 0.281
H -1.499 3.404 -0.149 0.13 -0.09 0.02 0.086
N 0.112 -2.101 -1.754 0.20 0.07 0.11 1.264
C -1.181 -2.398 -2.203 -0.14 0.04 0.00 0.048
C -1.401 -3.316 -3.236 0.00 0.05 0.05 -0.887
C -2.686 -3.554 -3.705 0.21 0.11 0.01 -0.943
C -3.761 -2.877 -3.155 -0.64 -0.07 -0.05 -0.217
C -3.560 -1.965 -2.133 0.21 0.00 -0.02 -1.275
C -2.277 -1.712 -1.669 0.06 -0.17 0.19 0.591
S -5.442 -3.270 -3.676 0.08 -0.14 -0.03 1.294
O -6.260 -2.173 -3.169 0.07 -0.01 0.00 -0.725
O -5.380 -3.341 -5.134 0.05 0.02 0.05 -0.729
O -5.712 -4.558 -3.041 -0.02 0.12 -0.06 -0.713
H 0.197 -1.943 -0.744 -0.09 -0.21 -0.34 -0.678
H 0.814 -2.751 -2.077 -0.06 -0.07 0.07 0.032
H -0.552 -3.844 -3.659 -0.02 0.00 -0.02 0.432
H -2.866 -4.264 -4.503 0.02 -0.01 0.00 0.394
H -4.424 -1.462 -1.718 0.02 0.03 0.02 0.696
H -2.103 -0.997 -0.872 -0.07 -0.06 0.03 0.872
Cl -3.613 -0.751 5.952 0.06 -0.06 0.14 -0.250
C -4.326 -0.372 4.415 0.09 0.24 -0.16 0.753
C -5.451 -1.075 4.041 0.02 -0.09 0.06 -0.653
C -6.063 -0.810 2.830 -0.03 -0.04 -0.04 -0.451
C -5.520 0.161 2.014 -0.12 -0.02 0.06 -0.877
C -4.389 0.867 2.393 0.26 -0.11 0.23 1.030
Cl -3.788 1.959 1.194 0.29 0.30 -0.03 -0.133
C -3.722 0.641 3.622 -0.30 -0.12 -0.03 -0.965
N -2.577 1.227 4.111 0.83 -0.85 0.21 -0.098
C -1.997 2.463 3.832 0.24 0.51 0.06 0.371
C -2.849 3.580 3.836 0.06 -0.19 -0.14 0.096
C -2.386 4.862 3.643 -0.09 0.09 -0.06 -0.681
C -1.029 5.072 3.464 0.10 0.11 -0.03 -0.790
C -0.171 3.988 3.507 -0.12 0.01 0.02 -0.820
C -0.597 2.671 3.704 -0.25 -0.26 -0.09 0.213
C 0.583 1.692 3.689 -0.12 -0.26 -0.21 -0.313
C 0.526 0.170 3.895 -0.43 0.02 0.94 0.168
O -0.310 -0.322 4.688 -0.14 0.38 0.09 -0.922
O 1.425 -0.491 3.309 0.29 0.14 1.68 -0.689
H -5.840 -1.833 4.708 0.03 0.00 0.02 0.408
H -6.931 -1.371 2.513 0.00 0.02 0.00 0.392
H -5.961 0.363 1.047 0.07 0.04 -0.01 0.388
H -1.916 0.573 4.586 -0.18 0.22 -0.49 0.332
H -3.905 3.406 4.001 -0.04 -0.04 -0.01 0.437
H -3.079 5.696 3.639 -0.01 -0.02 0.01 0.384
H -0.636 6.070 3.307 0.00 -0.01 0.00 0.405
H 0.891 4.155 3.366 -0.01 -0.03 0.02 0.404
H 1.285 2.030 4.461 0.01 0.03 -0.03 0.899
H 1.096 1.828 2.735 0.00 0.23 0.07 -0.178
```
Forces are in eV/Å.

Relative energy (zero: lowest compared OMol25 entry of this formula, charge and spin) = 0.0 kJ/mol
Molar mass = 1062.0 g mol⁻¹
Total charge = -2
Kohn-Sham gap = 5.8 eV
Energy = -5325.84101 Ha



5.
C5H4F13N2O9S4V | the ωB97M-V functional and the def2-TZVPD basis

```
38
Properties=species:S:1:pos:R:3:forces:R:3:mulliken_charge:R:1
V -0.338 0.896 0.954 0.28 1.55 0.25 1.568
C 5.395 0.112 -0.655 0.21 -0.48 -0.68 0.688
F 6.733 0.299 -0.558 -1.60 -0.02 0.13 -0.216
F 5.000 0.426 -1.902 0.34 0.65 0.47 -0.230
F 5.115 -1.192 -0.565 0.19 0.36 0.73 -0.228
S 4.379 1.230 0.590 0.09 1.90 1.17 0.996
O 5.386 1.988 1.379 -2.31 -1.92 -2.00 -0.567
O 3.461 2.004 -0.264 0.96 -1.63 1.22 -0.664
N 3.404 0.162 1.553 1.41 1.05 -2.27 -0.403
S 4.419 -0.466 2.598 4.22 1.03 3.56 0.941
O 5.787 -0.810 2.186 -1.79 -0.24 -1.21 -0.609
O 4.548 0.371 3.804 -1.79 -1.56 -0.97 -0.652
C 3.723 -2.192 3.052 -0.06 1.41 -1.37 0.647
F 3.225 -2.156 4.249 0.67 -0.40 2.19 -0.219
F 2.634 -2.425 2.316 0.02 -0.85 -1.43 -0.249
F 4.680 -3.125 2.876 -1.37 0.65 0.43 -0.198
C -3.081 -2.167 -2.398 0.65 1.59 -1.23 0.680
F -4.286 -1.638 -2.424 -0.57 -0.43 0.00 -0.217
F -2.779 -2.440 -1.115 0.10 -0.20 -0.88 -0.225
F -3.023 -3.265 -3.180 -0.04 0.69 1.05 -0.214
S -1.826 -0.816 -3.147 1.42 -1.32 2.25 0.919
O -0.613 -1.413 -2.593 -0.68 1.06 0.11 -0.649
O -1.880 -0.737 -4.586 -0.85 -0.17 1.37 -0.539
N -2.228 0.641 -2.208 0.93 -2.62 -1.81 -0.437
S -2.888 1.534 -3.368 -2.08 2.00 -2.26 1.032
O -1.943 1.886 -4.458 -2.11 -0.45 2.02 -0.622
O -4.306 1.111 -3.643 3.43 0.93 0.21 -0.619
C -3.138 3.214 -2.510 -1.53 -1.06 -0.77 0.572
F -4.086 3.054 -1.541 1.46 0.35 0.06 -0.227
F -1.976 3.699 -2.076 -0.92 0.12 0.24 -0.198
F -3.726 4.046 -3.405 1.13 -0.39 0.58 -0.212
F -0.497 3.827 2.635 -0.04 -1.76 -0.96 -0.651
C -4.511 -0.861 2.956 -0.40 1.29 -1.42 -0.595
O -3.086 -0.929 3.006 -0.49 -0.59 0.44 -0.461
H -4.754 -0.146 2.171 -0.04 0.27 0.15 0.192
H -4.998 -1.765 2.590 0.20 -0.41 0.55 0.266
H -4.901 -0.471 3.896 -0.20 -0.29 -0.01 0.314
H -3.024 -1.487 3.786 1.18 -0.12 0.08 0.288
```
Forces are in eV/Å.

Molar mass = 662.3 g mol⁻¹
Total charge = -1
Kohn-Sham gap (spin up / spin down) = 4.4 / 5.3 eV
Spin multiplicity = 4
Energy = -4814.28396 Ha



6.
C4H5O5Yb | the ωB97M-V functional and the def2-TZVPD basis

```
15
Properties=species:S:1:pos:R:3:forces:R:3:mulliken_charge:R:1
O 1.272 -0.574 -1.541 0.26 3.56 -1.39 -0.341
O 1.013 -2.721 -0.984 -0.85 2.18 -0.33 -0.552
C 0.633 -1.554 -1.024 0.04 -3.81 1.71 0.346
C -0.626 -1.179 -0.239 -0.11 -1.21 -0.04 -0.128
O -0.932 0.192 -0.432 1.03 1.13 -0.85 0.229
C -1.979 0.683 0.393 -0.81 0.29 0.44 -0.593
Yb 0.575 1.439 -1.812 0.22 -2.37 1.15 0.378
H -0.444 -1.375 0.829 -0.02 0.08 -0.31 0.384
H -1.467 -1.807 -0.570 0.23 0.19 0.10 0.363
H -1.853 1.768 0.473 -0.14 -0.19 0.04 0.215
H -2.955 0.452 -0.056 0.30 0.05 0.16 0.300
H -1.917 0.230 1.393 0.04 0.19 -0.31 0.318
O 2.029 1.881 0.525 -0.70 -0.17 -1.10 -0.409
C 2.905 1.444 1.162 1.27 0.11 1.75 0.748
O 3.747 1.121 1.883 -0.77 -0.03 -1.02 -0.256
```
Forces are in eV/Å.

Relative energy (zero: lowest compared OMol25 entry of this formula, charge and spin) = 0.0 kJ/mol
Molar mass = 306.1 g mol⁻¹
Total charge = +1
Kohn-Sham gap (spin up / spin down) = 6.9 / 6.4 eV
Spin multiplicity = 3
Energy = -1690.03442 Ha